No. 1
Computed, not measured: a structure of composition C15H26EuN6O7 at a distorted geometry, with wB97M-V/def2-TZVPD.

## Properties
* LUMO energy (spin up / spin down): -0.056 / -0.065 Ha
* 2S+1: 8
* <S²>: 16.1937
* total charge: 0

Last column: Löwdin charge in e.
CARTESIAN COORDINATES (ANGSTROEM)
O (1.647209, -1.272644, -5.455970)  0.000
H (1.770259, -1.860368, -4.680454)  0.003
Eu (0.261822, -0.698141, -0.553704)  1.529
N (0.291025, 0.835222, -1.961737)  -0.384
N (2.332570, -0.261661, -0.473993)  -0.360
N (-1.755094, -1.045524, -0.425259)  -0.156
N (0.287127, -1.841891, 1.197107)  -0.143
O (-0.682243, 1.562856, -2.211439)  -0.137
O (-2.731372, -0.569140, -1.286781)  0.027
O (1.363580, -2.244426, 1.930021)  0.025
O (3.148612, -0.785927, 0.346915)  -0.181
C (2.654247, 0.432694, -1.625497)  -0.298
C (1.603158, 1.029571, -2.380889)  -0.297
C (-2.066849, -1.698125, 0.710976)  -0.248
C (-0.981720, -2.116069, 1.572836)  -0.257
C (1.734544, 1.867792, -3.590664)  -0.045
H (1.146579, 1.412304, -4.399710)  0.080
H (2.758744, 1.970030, -3.951565)  0.066
H (1.330090, 2.875760, -3.402826)  0.085
C (4.099052, 0.511528, -1.925004)  -0.039
H (4.493789, -0.503724, -2.072272)  0.090
H (4.637738, 0.964802, -1.078681)  0.087
H (4.334238, 1.086459, -2.822504)  0.065
C (-3.484069, -1.940122, 1.063969)  0.004
C (-1.228978, -2.847453, 2.836487)  -0.006
H (-4.181779, -1.879736, 0.219052)  0.096
H (-3.819985, -1.214139, 1.819081)  0.110
H (-3.591822, -2.945369, 1.485033)  0.095
H (-0.398132, -2.820315, 3.552147)  0.093
H (-1.441397, -3.906696, 2.622485)  0.109
H (-2.098642, -2.424903, 3.350017)  0.091
H (-2.253398, -0.488513, -2.141816)  0.085
H (2.145438, -1.941459, 1.374207)  0.080
C (0.798382, -2.432857, -1.643855)  -0.293
H (0.887583, -3.061786, -2.490016)  -0.047
H (-0.056116, -2.886702, -1.096885)  -0.030
H (1.689012, -2.633945, -1.025049)  -0.012
O (-2.054663, -0.912308, -4.752789)  -0.046
H (-1.239478, -0.892330, -5.265138)  0.027
H (-1.767550, -1.311272, -3.924100)  0.007
N (-2.034742, 3.023624, 5.035569)  0.169
C (-1.979113, 2.079036, 4.045111)  -0.472
O (-2.756520, 1.127922, 4.067669)  0.033
C (-0.964880, 2.194037, 2.934227)  -0.096
C (-0.079389, 3.260389, 2.787276)  -0.009
C (0.838667, 3.271967, 1.750237)  -0.022
C (0.875333, 2.197856, 0.858372)  -0.080
N (0.026160, 1.167208, 0.990523)  -0.014
C (-0.880718, 1.149978, 1.988056)  -0.028
H (-2.721813, 2.904161, 5.766747)  0.116
H (-1.416190, 3.819187, 5.088039)  0.091
H (-0.081755, 4.095379, 3.473027)  0.108
H (1.534321, 4.093788, 1.631763)  0.113
H (1.619976, 2.212465, 0.058084)  0.113
H (-1.560846, 0.291527, 2.083564)  0.105

Forces on atoms 1 to 3 (eV/Å):
-0.05 -0.15 0.24
-0.05 0.20 -0.09
1.87 1.60 -2.51

---

No. 2
Computed, not measured: a structure of composition C3H4CdO5 at a distorted geometry, with wB97M-V/def2-TZVPD.

## Properties
* LUMO energy: -0.044 Ha
* total charge: 0

Last column: Löwdin charge in e.
CARTESIAN COORDINATES (ANGSTROEM)
C (2.274468, -0.103692, -0.537684)  -0.196
C (1.455116, -0.525495, -1.509279)  -0.108
O (0.095581, -0.778872, -1.473909)  0.027
C (-0.876810, 0.142156, -1.300955)  -0.742
O (-1.505018, -0.052162, -0.216142)  -0.252
O (-1.032600, 1.082841, -2.079041)  0.074
O (1.981051, 0.333447, 0.695251)  0.015
H (3.345924, -0.187621, -0.736086)  0.123
H (1.867142, -0.752490, -2.490478)  0.119
H (1.045897, 0.702327, 0.690188)  0.122
O (-1.703966, 1.801975, 2.685653)  -0.557
H (-1.607598, 2.753083, 2.658044)  -0.053
Cd (-2.229436, 0.699668, 1.319789)  1.427

Forces on atoms 1 to 3 (eV/Å):
-0.10 -0.74 -1.30
0.46 0.28 -0.75
0.29 -0.92 0.47